[1]
# C24H32F6NO19

A cluster of 7 separate species, C24H32F6NO19 in total (ωB97M-V/def2-TZVPD, the Open Molecules 2025 dataset).

Last column: Mulliken charge in e.
Cartesian coordinates (Å):
C: -3.171 0.298 -3.624  -0.82
O: -2.413 1.266 -2.910  -0.27
C: -1.036 1.026 -2.852  -0.64
C: -0.677 -0.301 -2.165  0.32
C: 0.215 -0.224 -0.930  -0.54
C: 0.696 -1.665 -0.791  -0.35
C: 1.174 -1.941 -2.200  -1.00
N: 0.118 -1.265 -3.068  0.06
H: -3.959 0.821 -4.160  0.24
H: -2.566 -0.248 -4.359  0.38
H: -3.634 -0.424 -2.945  0.29
H: -0.588 1.081 -3.859  0.48
H: -0.610 1.844 -2.269  0.08
H: -1.589 -0.847 -1.924  0.31
H: -0.321 0.176 -0.071  0.35
H: 1.060 0.440 -1.146  -0.09
H: -0.135 -2.325 -0.528  0.24
H: 1.495 -1.833 -0.069  0.40
H: 1.244 -2.974 -2.518  0.30
H: 2.111 -1.432 -2.420  0.32
H: 0.541 -0.751 -3.841  0.41
H: -0.491 -1.967 -3.496  0.44
C: -1.123 -2.002 3.832  -0.46
C: -0.131 -0.886 3.555  0.79
O: 1.055 -1.615 3.236  -0.26
C: 0.687 -2.825 2.758  0.69
O: 1.394 -3.589 2.178  -0.56
O: -0.618 -3.051 2.994  -0.34
F: 0.110 -0.121 4.636  -0.28
H: -1.066 -2.306 4.878  0.30
H: -2.145 -1.777 3.546  0.31
H: -0.387 -0.236 2.720  -0.21
C: 1.607 2.487 0.997  0.05
C: 1.685 3.829 1.703  0.31
O: 0.476 3.861 2.437  -0.36
C: 0.039 2.594 2.630  0.48
O: -0.845 2.262 3.343  -0.48
O: 0.776 1.734 1.875  -0.13
F: 1.701 4.853 0.813  -0.30
H: 1.099 2.611 0.039  -0.22
H: 2.560 1.987 0.856  0.39
H: 2.519 3.952 2.394  0.31
C: 3.208 4.459 -3.487  -0.51
C: 1.851 4.014 -2.968  0.35
O: 2.176 2.846 -2.232  -0.08
C: 3.490 2.930 -1.846  0.53
O: 3.982 2.217 -1.035  -0.50
O: 4.096 3.930 -2.497  -0.37
F: 0.995 3.664 -3.960  -0.30
H: 3.410 3.982 -4.447  0.31
H: 3.340 5.534 -3.550  0.31
H: 1.351 4.723 -2.306  0.27
C: 0.144 -6.026 0.055  -0.14
C: 1.315 -6.664 -0.670  0.29
O: 0.919 -6.550 -2.040  -0.31
C: 0.046 -5.544 -2.151  0.71
O: -0.291 -5.021 -3.175  -0.56
O: -0.368 -5.123 -0.939  -0.30
F: 1.469 -7.964 -0.368  -0.27
H: -0.605 -6.791 0.267  0.27
H: 0.398 -5.460 0.946  0.07
H: 2.272 -6.153 -0.549  0.29
C: 3.706 -0.879 5.535  -0.22
C: 2.580 -1.241 6.488  0.61
O: 3.077 -0.803 7.729  -0.36
C: 3.995 0.183 7.510  0.55
O: 4.446 0.887 8.344  -0.47
O: 4.296 0.242 6.186  -0.36
F: 2.348 -2.578 6.531  -0.31
H: 4.426 -1.699 5.486  0.32
H: 3.376 -0.602 4.538  0.10
H: 1.637 -0.734 6.285  0.16
C: -5.425 3.132 -2.814  -0.14
C: -6.651 2.647 -3.566  0.34
O: -7.595 2.486 -2.540  -0.32
C: -7.243 3.282 -1.483  0.60
O: -7.927 3.502 -0.547  -0.47
O: -5.995 3.779 -1.682  -0.35
F: -6.424 1.445 -4.166  -0.26
H: -4.839 2.274 -2.478  0.03
H: -4.797 3.827 -3.364  0.28
H: -7.045 3.334 -4.316  0.28

The calculation puts the molar mass at 752.50 g mol⁻¹. As for the electronic energy: -82098.9130 eV. Its charge is +1. As for the LUMO energy: -2.905 eV. The value obtained for the HOMO-LUMO gap is 9.995 eV. The calculation puts the HOMO energy at -12.900 eV. As for the spin multiplicity: 1.


[2]
# C24H32N2O3

A cluster of 2 separate species, C24H32N2O3 in total at a distorted geometry (ωB97M-V/def2-TZVPD, the Open Molecules 2025 dataset).

Last column: Mulliken charge in e.
Cartesian coordinates (Å):
C: -4.326 1.076 -3.903  -1.18
C: -3.033 1.798 -3.581  -0.25
O: -1.999 0.874 -3.182  -0.33
C: -0.879 1.536 -2.768  0.03
C: 0.307 0.622 -2.500  1.73
C: 0.168 -0.767 -3.010  -1.95
C: 1.584 1.342 -2.782  0.75
C: 2.675 0.642 -3.585  -1.48
O: 1.782 2.504 -2.390  -0.60
O: -0.863 2.751 -2.682  -0.63
H: -5.056 1.831 -4.186  0.40
H: -4.226 0.379 -4.731  0.31
H: -4.736 0.537 -3.028  0.24
H: -2.660 2.308 -4.469  0.31
H: -3.198 2.527 -2.774  0.32
H: -0.893 -1.031 -3.063  0.41
H: 0.631 -0.867 -4.012  0.55
H: 0.685 -1.466 -2.326  0.23
H: 2.456 -0.381 -3.864  0.39
H: 2.884 1.226 -4.495  0.34
H: 3.601 0.640 -2.985  0.30
C: 6.149 0.672 2.716  -0.87
N: 5.219 -0.384 2.327  0.11
C: 5.649 -1.701 2.732  -1.18
C: 4.068 -0.187 1.616  1.54
C: 3.840 1.018 0.891  -1.19
C: 2.611 1.249 0.282  -0.60
C: 1.556 0.303 0.277  -0.04
C: 0.255 0.617 -0.323  -0.66
C: -0.933 0.049 0.354  0.35
C: -2.079 -0.476 -0.294  -0.01
C: -3.218 -0.864 0.411  -1.33
C: -3.274 -0.764 1.833  1.19
N: -4.399 -1.162 2.514  0.10
C: -5.307 -2.186 2.012  -0.90
C: -4.806 -0.605 3.783  -1.08
C: -2.145 -0.221 2.495  -0.64
C: -1.030 0.153 1.773  -0.66
C: 1.837 -0.944 0.929  -0.39
C: 3.046 -1.167 1.605  -0.59
H: 5.991 1.622 2.193  0.29
H: 6.110 0.877 3.810  0.28
H: 7.183 0.308 2.499  0.31
H: 5.380 -2.449 1.979  0.41
H: 6.745 -1.675 2.832  0.34
H: 5.224 -2.012 3.694  0.31
H: 4.610 1.774 0.817  0.14
H: 2.458 2.194 -0.246  0.46
H: 0.138 1.731 -0.634  0.60
H: -2.065 -0.557 -1.389  0.17
H: -4.090 -1.191 -0.145  0.22
H: -5.202 -2.384 0.937  0.30
H: -5.175 -3.159 2.548  0.28
H: -6.343 -1.832 2.215  0.31
H: -4.654 0.474 3.833  0.38
H: -5.889 -0.817 3.864  0.33
H: -4.307 -1.071 4.644  0.30
H: -2.158 -0.100 3.588  0.36
H: -0.154 0.624 2.291  0.37
H: 1.069 -1.751 0.875  0.40
H: 3.184 -2.085 2.177  0.41

The calculation puts the molar mass at 396.53 g mol⁻¹. As for the electronic energy: -34527.2491 eV. Its charge is 0. As for the LUMO energy: 0.011 eV. The value obtained for the HOMO-LUMO gap is 7.086 eV. The calculation puts the HOMO energy at -7.074 eV. The value obtained for the energy above the lowest of the compared OMol25 structures with the same formula, charge and spin is 430.3 kJ/mol. As for the spin multiplicity: 1.


[3]
# C24H32N3O10P2W

A structure of composition C24H32N3O10P2W at a distorted geometry (ωB97M-V/def2-TZVPD, the Open Molecules 2025 dataset).

Last column: Mulliken charge in e.
Cartesian coordinates (Å):
W: -0.319 0.099 0.049  4.51
C: 1.355 2.408 1.762  -1.35
N: 0.432 2.401 0.587  -0.06
C: 1.217 3.114 -0.476  -1.37
C: 0.761 3.008 -1.923  -0.41
C: 1.090 1.664 -2.556  -1.27
N: 1.132 0.567 -1.568  -0.42
C: 1.994 -0.354 -1.831  -0.23
C: 2.504 -1.297 -0.886  0.37
C: 3.414 -2.279 -1.315  -0.79
C: 4.192 -2.954 -0.408  -0.95
C: 4.135 -2.571 0.936  -0.88
C: 3.270 -1.593 1.375  -0.66
C: 2.370 -0.995 0.481  0.62
O: 1.491 -0.103 0.915  0.06
C: -0.718 3.233 1.037  -0.85
C: -1.659 3.678 -0.051  -0.94
C: -2.391 2.569 -0.778  -1.02
N: -1.615 1.399 -1.291  -0.35
C: -2.033 1.023 -2.464  0.01
C: -1.739 -0.158 -3.199  0.76
C: -2.201 -0.246 -4.534  -0.99
C: -2.025 -1.389 -5.263  -0.90
C: -1.407 -2.496 -4.650  -0.50
C: -0.971 -2.448 -3.351  -1.18
C: -1.116 -1.263 -2.599  0.16
O: -0.675 -1.253 -1.374  0.12
H: 1.619 3.447 1.979  0.58
H: 2.252 1.845 1.544  0.38
H: 0.862 1.979 2.626  0.21
H: 2.235 2.728 -0.412  0.70
H: 1.267 4.167 -0.178  0.48
H: 1.292 3.781 -2.483  0.58
H: -0.287 3.242 -2.036  0.15
H: 2.088 1.724 -2.993  0.92
H: 0.394 1.420 -3.361  0.02
H: 2.495 -0.363 -2.802  0.54
H: 3.504 -2.480 -2.377  0.47
H: 4.877 -3.724 -0.729  0.44
H: 4.797 -3.045 1.650  0.45
H: 3.273 -1.273 2.407  0.66
H: -0.315 4.127 1.525  0.63
H: -1.245 2.658 1.796  0.14
H: -1.161 4.357 -0.742  0.27
H: -2.435 4.279 0.429  0.64
H: -2.917 3.008 -1.627  0.44
H: -3.159 2.171 -0.115  0.38
H: -2.731 1.688 -2.975  0.29
H: -2.696 0.613 -4.971  0.44
H: -2.369 -1.451 -6.285  0.43
H: -1.279 -3.410 -5.217  0.46
H: -0.506 -3.300 -2.873  0.58
C: 0.927 -2.163 3.864  -1.63
C: -0.556 -2.006 3.612  1.10
O: -1.245 -2.587 4.711  -0.63
P: -1.087 -0.244 3.509  0.62
O: -0.443 0.606 4.668  -0.59
O: -2.630 -0.249 3.832  -0.63
O: -0.793 0.436 2.204  -0.32
P: -1.145 -2.619 1.985  0.72
O: -0.793 -4.161 1.852  -0.54
O: -2.621 -2.387 2.051  -1.04
O: -0.269 -1.891 0.984  -1.03
H: 1.245 -1.593 4.737  0.39
H: 1.489 -1.839 2.996  0.17
H: 1.126 -3.218 4.044  0.43
H: -2.172 -2.717 4.471  0.48
H: -0.744 0.367 5.557  0.41
H: -3.065 -0.902 3.235  0.45
H: -1.562 -4.720 2.024  0.39
O: -3.543 0.032 0.776  -0.31
C: -2.462 -0.097 0.485  -0.24

The calculation puts the molar mass at 768.32 g mol⁻¹. As for the electronic energy: -70757.6454 eV. Its charge is +1. As for the LUMO energy (spin up / spin down): -3.116 / -3.117 eV. The value obtained for the HOMO-LUMO gap (spin up / spin down) is 7.013 / 7.013 eV. The calculation puts the HOMO energy (spin up / spin down) at -10.129 / -10.130 eV. The value obtained for the energy above the lowest of the compared OMol25 structures with the same formula, charge and spin is 18.7 kJ/mol. As for the spin multiplicity: 1.